[1]
DFT (the ωB97M-V functional and the def2-TZVPD basis) results for C25H34BeCl21F4N11O8S4 as an isolated structure in a non-equilibrium geometry.

Each line ends with the Mulliken charge.
Element x y z (Å)
Be 0.44 2.94 -0.97  -0.22
N 0.96 -1.24 -1.82  0.00
S 2.32 -0.49 -1.84  0.74
O 2.80 0.14 -3.08  -0.27
O 3.10 -0.32 -0.62  -0.37
F 1.34 1.75 -1.38  -0.26
S 0.36 -1.94 -0.42  0.39
O 1.31 -2.83 0.17  -0.20
O -0.96 -2.32 -0.77  -0.21
F 0.24 -0.60 0.53  0.01
N -2.89 6.73 1.59  -0.39
S -1.44 6.32 2.27  1.12
O -1.38 6.47 3.70  -0.57
O -0.42 6.92 1.41  -0.60
F -1.59 4.63 2.28  -0.20
S -4.25 6.14 1.91  1.07
O -5.25 6.62 0.97  -0.63
O -4.57 6.10 3.36  -0.62
F -4.08 4.62 1.46  -0.18
C -3.07 0.80 -0.19  -0.29
C -2.24 1.80 -0.77  0.71
N -1.43 2.47 -1.23  -0.35
H -2.46 0.21 0.50  -0.14
H -3.43 0.19 -1.00  0.23
H -3.97 1.21 0.32  0.16
C -1.47 -2.08 -5.11  -0.73
C -2.29 -0.93 -4.69  0.40
N -2.92 -0.11 -4.19  -0.46
H -0.68 -2.21 -4.41  0.12
H -1.05 -1.96 -6.07  0.39
H -2.16 -2.94 -5.08  0.32
C -5.59 2.30 3.39  0.17
C -6.42 1.32 2.64  0.20
N -7.20 0.71 2.07  -0.44
H -5.00 2.96 2.78  -0.22
H -4.86 1.74 3.98  -0.07
H -6.29 2.86 4.03  0.38
C 4.33 -0.94 -6.36  -0.36
C 4.23 -2.19 -7.08  0.20
N 4.19 -3.13 -7.72  -0.37
H 5.41 -0.67 -6.46  0.21
H 4.14 -1.11 -5.32  0.02
H 3.68 -0.17 -6.74  0.30
C -2.26 2.41 5.10  -1.24
C -2.24 1.94 3.71  0.03
N -2.35 1.62 2.63  0.07
H -2.80 1.66 5.66  0.41
H -2.77 3.38 5.09  0.31
H -1.33 2.40 5.59  0.45
C 1.27 2.11 3.18  -0.36
C 1.05 2.59 1.79  0.68
N 0.90 3.13 0.79  -0.13
H 1.58 1.04 3.18  -0.09
H 0.40 2.33 3.82  -0.12
H 2.15 2.64 3.55  0.42
C 1.94 -6.53 5.12  -1.01
C 2.16 -5.73 3.93  0.37
N 2.32 -5.09 2.98  -0.30
H 2.35 -7.50 4.93  0.35
H 0.90 -6.55 5.43  0.29
H 2.46 -6.04 5.95  0.35
C -1.14 6.45 -1.72  -0.94
C -0.38 5.16 -1.86  0.77
N 0.44 4.40 -1.69  0.13
H -2.24 6.22 -1.58  0.30
H -1.06 7.06 -2.59  0.38
H -0.83 6.79 -0.77  0.22
C 0.20 1.44 -5.01  -0.32
C -0.66 2.60 -4.76  0.31
N -1.21 3.53 -4.46  -0.41
H 0.27 0.84 -4.13  -0.25
H 1.23 1.77 -5.20  0.35
H -0.17 0.80 -5.81  0.33
C 4.16 -4.69 -0.05  0.52
Cl 4.86 -3.15 0.57  -0.13
Cl 5.41 -5.93 0.25  -0.15
Cl 3.80 -4.72 -1.77  -0.13
H 3.25 -4.89 0.54  -0.16
C -2.80 -3.21 2.77  0.07
Cl -1.32 -4.04 2.17  0.05
Cl -2.58 -1.47 3.14  0.04
Cl -3.45 -3.99 4.17  -0.12
H -3.50 -3.30 1.98  -0.08
C 1.86 -2.05 4.55  0.55
Cl 1.51 -3.14 5.92  -0.18
Cl 3.34 -1.23 4.88  -0.14
Cl 0.59 -0.94 4.23  0.00
H 1.95 -2.71 3.64  -0.26
C -5.17 -3.90 -1.18  -0.06
Cl -3.44 -4.18 -1.23  -0.03
Cl -5.90 -4.68 -2.49  -0.12
Cl -5.66 -2.17 -1.07  -0.12
H -5.56 -4.33 -0.24  0.30
C 5.87 4.14 -1.76  0.32
Cl 4.14 3.89 -1.62  -0.04
Cl 6.55 4.32 -0.16  -0.13
Cl 6.11 5.59 -2.71  -0.13
H 6.27 3.28 -2.31  -0.07
C 6.35 -0.25 -2.19  0.61
Cl 6.30 0.84 -3.69  -0.19
Cl 6.86 0.57 -0.75  -0.07
Cl 7.41 -1.58 -2.67  -0.13
H 5.42 -0.80 -2.11  -0.28
C -0.54 -7.54 0.11  0.19
Cl 0.70 -6.57 -0.61  -0.05
Cl 0.00 -8.18 1.70  -0.12
Cl -1.06 -8.80 -1.15  -0.16
H -1.38 -6.88 0.24  0.10

HOMO	-9.511	eV
total charge	0
total energy	-13848.1666	a.u.
lowest unoccupied orbital energy	-0.0688	hartree
molar mass	1574.401	u
Kohn-Sham gap	7.638	eV

---

[2]
DFT (the ωB97M-V functional and the def2-TZVPD basis) results for an isolated molecule of C4H6NOP in a non-equilibrium geometry.

Each line ends with the Mulliken charge.
Element x y z (Å)
C -1.86 1.41 0.28  -0.67
C -1.39 0.42 -0.47  -0.27
N -1.41 -0.91 -0.14  -0.56
C -0.36 -1.60 0.07  0.01
C 0.98 -1.12 0.11  -0.25
P 1.39 0.51 -0.12  0.18
O 3.02 0.35 0.06  -0.50
H -1.91 2.41 -0.09  0.27
H -2.22 1.22 1.28  0.26
H -1.02 0.62 -1.48  0.51
H -0.52 -2.66 0.25  0.37
H 1.78 -1.81 0.30  0.33
H 3.52 1.15 -0.07  0.33

HOMO	-8.540	eV
total charge	0
total energy	-627.3079	a.u.
SMILES	C=C/N=C\C=P\O
lowest unoccupied orbital energy	-0.0114	hartree
molar mass	115.072	u
energy above the lowest of the compared OMol25 structures with the same formula, charge and spin	14.0	kcal/mol
Kohn-Sham gap	8.229	eV

---

[3]
DFT (the ωB97M-V functional and the def2-TZVPD basis) results for C3H4Cl2 as an isolated structure in a non-equilibrium geometry.

Each line ends with the Mulliken charge.
Element x y z (Å)
C -0.28 0.91 0.64  -1.11
C 0.57 0.16 -0.35  -0.32
C 0.13 -1.00 -0.67  0.37
H -1.34 1.16 0.29  0.27
H 0.23 1.73 1.01  0.37
H -0.39 0.34 1.59  0.32
H 1.45 0.56 -0.67  0.45
Cl -1.41 -1.63 -0.48  -0.16
Cl 1.04 -2.23 -1.37  -0.18

HOMO	-9.401	eV
total charge	0
total energy	-1037.0443	a.u.
lowest unoccupied orbital energy	0.0315	hartree
molar mass	110.971	u
energy above the lowest of the compared OMol25 structures with the same formula, charge and spin	17.2	kcal/mol
Kohn-Sham gap	10.258	eV

---

[4]
DFT (the ωB97M-V functional and the def2-TZVPD basis) results for an isolated molecule of C25H28N2O4.

Each line ends with the Mulliken charge.
Element x y z (Å)
C -7.09 -0.84 1.73  -0.86
O -5.82 -0.29 2.00  -0.46
C -4.79 -0.59 1.15  0.89
C -3.55 -0.05 1.49  -1.03
C -2.44 -0.28 0.70  -0.04
C -2.56 -1.05 -0.45  0.41
N -1.45 -1.28 -1.26  0.28
C -1.30 -1.84 -2.49  0.29
O -2.07 -2.35 -3.27  -0.68
C 0.20 -1.57 -2.50  -0.82
C -0.03 -0.94 -1.10  1.84
C 0.19 0.54 -1.03  -1.60
C 0.94 1.17 -0.13  0.37
C 1.16 2.60 -0.03  0.23
C 2.30 3.04 0.65  -0.47
C 2.59 4.38 0.81  -0.90
C 1.73 5.32 0.29  -0.64
C 0.58 4.93 -0.36  -0.61
C 0.28 3.58 -0.54  0.55
O -0.84 3.14 -1.16  -0.30
C -1.85 4.06 -1.51  -1.04
C 0.64 -1.72 0.03  -0.53
O 0.04 -2.21 0.96  -0.69
N 1.98 -1.80 -0.13  -0.21
C 2.86 -2.43 0.83  -0.07
C 3.89 -1.43 1.40  -0.62
C 5.24 -2.14 1.31  -0.75
C 5.11 -2.99 0.05  -0.58
C 3.69 -3.56 0.17  -0.92
C -3.79 -1.59 -0.79  -1.24
C -4.90 -1.36 0.00  -0.26
H -7.74 -0.49 2.53  0.24
H -7.07 -1.93 1.72  0.34
H -7.48 -0.48 0.77  0.33
H -3.47 0.54 2.39  0.45
H -1.49 0.13 0.98  0.44
H 0.52 -0.87 -3.27  0.38
H 0.82 -2.46 -2.52  0.26
H -0.36 1.09 -1.78  0.60
H 1.48 0.59 0.61  0.47
H 2.97 2.29 1.06  0.40
H 3.49 4.68 1.33  0.40
H 1.94 6.38 0.41  0.38
H -0.09 5.68 -0.75  0.40
H -1.51 4.75 -2.30  0.37
H -2.18 4.64 -0.64  0.41
H -2.68 3.46 -1.89  0.26
H 2.41 -1.34 -0.92  0.44
H 2.20 -2.83 1.60  0.55
H 3.90 -0.54 0.78  0.11
H 3.64 -1.14 2.42  0.37
H 5.39 -2.78 2.18  0.32
H 6.07 -1.43 1.26  0.38
H 5.86 -3.77 -0.01  0.37
H 5.19 -2.36 -0.84  0.28
H 3.27 -3.86 -0.78  0.34
H 3.70 -4.43 0.83  0.28
H -3.88 -2.19 -1.69  0.50
H -5.85 -1.79 -0.29  0.41

HOMO	-7.627	eV
total charge	0
total energy	-1379.9080	a.u.
SMILES	COc1ccc(N2C(=O)C[C@]2(/C=C/c2ccccc2OC)C(=O)NC2CCCC2)cc1
lowest unoccupied orbital energy	0.0208	hartree
molar mass	420.509	u
energy above the lowest of the compared OMol25 structures with the same formula, charge and spin	45.1	kcal/mol
Kohn-Sham gap	8.194	eV

---

[5]
DFT (the ωB97M-V functional and the def2-TZVPD basis) results for an isolated molecule of C6H10 in a non-equilibrium geometry.

Each line ends with the Mulliken charge.
Element x y z (Å)
C 0.06 -1.40 -0.76  -0.40
C 1.21 -0.96 -0.17  -0.40
C 1.19 0.11 0.86  -0.42
C 0.05 1.19 0.69  -0.58
C -0.94 0.85 -0.57  -0.53
C -1.23 -0.65 -0.44  -0.67
H 0.05 -2.22 -1.43  0.44
H 2.16 -1.46 -0.34  0.36
H 2.17 0.67 0.85  0.28
H 1.16 -0.30 2.02  0.20
H 0.57 2.17 0.36  0.24
H -0.55 1.41 1.66  0.30
H -0.43 1.16 -1.57  0.29
H -1.96 1.40 -0.47  0.27
H -1.87 -0.96 -1.26  0.34
H -1.63 -1.01 0.56  0.27

HOMO	-8.953	eV
total charge	0
total energy	-234.5561	a.u.
SMILES	C1=CCCCC1
lowest unoccupied orbital energy	0.0433	hartree
molar mass	82.146	u
energy above the lowest of the compared OMol25 structures with the same formula, charge and spin	29.1	kcal/mol
Kohn-Sham gap	10.131	eV

---

[6]
DFT (the ωB97M-V functional and the def2-TZVPD basis) results for a 2-piece molecular cluster, C4H5I overall in a non-equilibrium geometry.

Each line ends with the Mulliken charge.
Element x y z (Å)
C -0.46 -1.32 -1.04  -0.42
C -0.63 -2.03 0.05  -0.14
C -0.39 1.56 -0.16  -0.56
C 0.92 1.47 -0.07  -0.39
I 2.04 0.63 1.62  0.01
H -0.61 -2.22 1.18  0.32
H -0.53 -3.01 -0.66  0.25
H -1.00 1.99 -0.92  0.29
H -0.96 1.28 0.80  0.23
H 1.63 1.67 -0.80  0.41

HOMO	-9.309	eV
total charge	0
total energy	-452.9024	a.u.
lowest unoccupied orbital energy	0.0121	hartree
molar mass	179.988	u
energy above the lowest of the compared OMol25 structures with the same formula, charge and spin	91.5	kcal/mol
Kohn-Sham gap	9.638	eV

---

[7]
DFT (the ωB97M-V functional and the def2-TZVPD basis) results for an isolated molecule of C4H7N3 in a non-equilibrium geometry.

Each line ends with the Mulliken charge.
Element x y z (Å)
C 2.17 -0.09 0.36  -0.88
N 1.33 0.35 -0.76  -0.20
C -0.07 0.36 -0.64  0.70
N -0.94 0.74 -1.55  -0.54
N -2.58 0.19 -0.62  -0.37
C -2.00 -0.36 0.42  -0.34
C -0.66 -0.14 0.56  -0.53
H 1.77 -1.01 0.78  0.34
H 3.18 -0.32 0.00  0.30
H 2.26 0.65 1.16  0.30
H 1.78 0.99 -1.40  0.26
H -3.51 -0.24 -0.83  0.24
H -2.52 -1.02 1.11  0.37
H -0.17 -0.03 1.50  0.36

HOMO	-8.172	eV
total charge	0
total energy	-320.7535	a.u.
lowest unoccupied orbital energy	0.0005	hartree
molar mass	97.121	u
energy above the lowest of the compared OMol25 structures with the same formula, charge and spin	81.4	kcal/mol
Kohn-Sham gap	8.187	eV